1.
Formula: C22H64O18
Source: OMol25
Level of theory: ωB97M-V/def2-TZVPD

Last column: Löwdin charge in e.
CARTESIAN COORDINATES (ANGSTROEM)
C: -3.772 1.234 3.269  -0.07
C: -2.758 0.746 4.210  -0.47
C: -2.955 -0.794 4.446  -0.03
O: -1.406 0.993 3.801  -0.07
H: -3.741 0.629 2.357  0.06
H: -3.516 2.295 2.971  0.09
H: -4.814 1.158 3.577  0.09
H: -2.868 1.254 5.229  0.15
H: -4.015 -0.994 4.310  0.07
H: -2.738 -1.132 5.481  0.08
H: -2.337 -1.375 3.768  0.06
H: -0.986 0.152 3.539  0.05
C: 4.295 -0.066 -3.547  -0.04
C: 4.009 0.661 -2.188  -0.52
C: 4.866 0.158 -1.030  -0.03
O: 4.215 2.026 -2.295  -0.03
H: 5.315 0.234 -3.702  0.07
H: 3.711 0.396 -4.376  0.09
H: 4.280 -1.147 -3.473  0.07
H: 2.921 0.525 -1.944  0.12
H: 4.414 0.490 -0.099  0.08
H: 5.815 0.648 -1.255  0.09
H: 5.052 -0.903 -0.972  0.07
H: 3.840 2.349 -3.090  0.07
O: -0.753 3.157 2.075  -0.08
C: -0.888 4.307 2.921  -0.21
C: -1.607 5.325 2.080  -0.24
O: -0.834 5.728 0.951  -0.06
H: -0.884 2.354 2.597  0.05
H: -1.636 4.183 3.735  0.14
H: 0.055 4.782 3.250  0.13
H: -1.888 6.214 2.597  0.11
H: -2.522 4.850 1.786  0.11
H: -1.396 6.322 0.436  0.11
O: 3.557 -2.441 1.409  -0.06
C: 3.217 -2.636 2.742  -0.28
C: 2.352 -3.855 3.050  -0.19
O: 1.150 -3.610 2.323  -0.09
H: 2.688 -2.550 0.947  0.05
H: 4.085 -2.678 3.375  0.11
H: 2.652 -1.801 3.122  0.11
H: 2.190 -3.832 4.127  0.12
H: 2.805 -4.797 2.678  0.13
H: 1.239 -3.933 1.420  0.07
O: 0.485 -0.827 -2.187  -0.09
C: 0.726 -0.318 -3.508  -0.21
C: -0.132 -1.042 -4.493  -0.24
O: 0.446 -0.929 -5.775  -0.03
H: -0.068 -0.144 -1.824  0.03
H: 0.532 0.800 -3.464  0.14
H: 1.754 -0.483 -3.761  0.08
H: -1.128 -0.715 -4.446  0.10
H: -0.203 -2.051 -4.161  0.10
H: -0.200 -0.589 -6.376  0.07
O: -1.850 1.757 -2.819  -0.09
C: -3.294 1.698 -2.817  -0.19
C: -3.722 0.683 -1.780  -0.26
O: -3.125 0.889 -0.542  -0.07
H: -1.538 2.579 -2.372  0.10
H: -3.656 2.702 -2.569  0.13
H: -3.575 1.271 -3.752  0.11
H: -3.386 -0.246 -2.225  0.11
H: -4.797 0.599 -1.600  0.14
H: -2.177 1.019 -0.661  0.05
O: 1.489 -4.201 -3.312  -0.08
C: 2.502 -4.664 -2.391  -0.23
C: 2.885 -3.579 -1.416  -0.21
O: 1.740 -3.127 -0.662  -0.11
H: 0.701 -4.233 -2.746  0.08
H: 2.055 -5.616 -1.961  0.14
H: 3.348 -4.892 -3.009  0.11
H: 3.228 -2.735 -2.065  0.12
H: 3.683 -3.958 -0.755  0.13
H: 1.411 -2.304 -1.089  0.07
O: -5.455 -4.085 0.786  -0.05
C: -4.135 -3.783 1.067  -0.28
C: -3.536 -2.579 0.353  -0.22
O: -4.149 -1.377 0.850  -0.07
H: -6.055 -3.388 1.126  0.11
H: -3.880 -3.578 2.186  0.15
H: -3.559 -4.650 0.865  0.10
H: -3.586 -2.629 -0.730  0.12
H: -2.484 -2.555 0.552  0.08
H: -3.896 -0.657 0.290  0.01
O: -0.324 1.027 -0.467  -0.11
C: 0.328 0.383 0.563  -0.24
C: -0.563 -0.713 1.084  -0.22
O: -0.183 -1.091 2.397  -0.08
H: -0.022 1.975 -0.569  0.08
H: 1.276 -0.059 0.224  0.12
H: 0.517 1.031 1.398  0.12
H: -0.649 -1.534 0.400  0.11
H: -1.599 -0.291 1.183  0.12
H: 0.255 -1.962 2.290  0.07
O: 2.366 4.171 1.305  -0.05
C: 2.539 3.515 0.024  -0.21
C: 1.555 4.027 -0.998  -0.18
O: 0.189 3.658 -0.629  -0.11
H: 1.464 4.022 1.580  0.03
H: 3.526 3.729 -0.273  0.10
H: 2.316 2.438 0.089  0.11
H: 1.806 3.616 -1.981  0.11
H: 1.587 5.114 -1.077  0.12
H: -0.190 4.252 0.044  0.05

Values from the calculation:
ΔE to the lowest compared entry with this formula, charge and spin: 86.9 kJ/mol
LUMO level: 0.4 eV
Frontier orbital gap: 10.3 eV
M: 616.74 u
SMILES: CC(C)O.CC(C)O.OCCO.OCCO.OCCO.OCCO.OCCO.OCCO.OCCO.OCCO

***

2.
Formula: C21H54Ca2N3O9
Source: OMol25
Level of theory: ωB97M-V/def2-TZVPD

Last column: Mulliken spin population.
CARTESIAN COORDINATES (ANGSTROEM)
Ca: 0.803 -2.862 -2.738  1.07
Ca: -1.044 -1.108 0.348  0.08
C: 1.455 0.255 -1.110  0.03
O: 0.689 -0.832 -1.315  -0.10
H: 1.179 1.052 -1.801  0.00
H: 1.275 0.768 -0.165  0.00
H: 2.526 0.054 -1.134  0.02
C: 1.389 -1.210 2.717  0.00
O: 0.339 -1.983 2.226  -0.01
H: 1.059 -0.222 3.038  0.00
H: 1.911 -1.516 3.624  0.00
H: 2.159 -1.113 1.952  0.00
C: -1.675 -4.317 -0.887  0.02
O: -0.720 -3.317 -0.721  -0.11
H: -2.652 -4.107 -0.451  0.00
H: -1.774 -4.708 -1.900  0.01
H: -1.209 -5.138 -0.343  -0.01
C: -1.010 2.262 0.553  0.00
O: -1.176 1.047 1.335  -0.01
C: -2.276 1.225 2.171  0.00
C: -2.549 -0.119 2.966  0.00
N: -2.959 -1.191 2.142  0.00
C: -3.442 -2.305 2.964  0.00
C: -4.239 -3.245 2.040  0.00
O: -5.495 -2.650 2.012  0.00
C: -6.570 -3.669 1.733  0.00
H: -1.833 2.430 -0.141  0.00
H: -0.081 2.466 0.020  0.00
H: -1.085 3.157 1.170  0.00
H: -3.205 1.486 1.665  0.00
H: -2.159 1.885 3.031  0.00
H: -3.325 -0.026 3.726  0.00
H: -1.772 -0.376 3.685  0.00
H: -3.725 -0.857 1.574  0.00
H: -3.990 -2.243 3.904  0.00
H: -2.555 -2.808 3.348  0.00
H: -4.154 -4.253 2.445  0.00
H: -3.828 -3.144 1.036  0.00
H: -6.581 -4.394 2.547  0.00
H: -6.581 -4.209 0.787  0.00
H: -7.552 -3.198 1.707  0.00
C: 6.798 3.374 2.594  0.00
O: 6.024 3.381 1.491  0.00
C: 4.969 2.393 1.543  0.00
C: 5.352 0.889 1.140  0.00
N: 5.475 0.278 2.474  0.00
C: 6.420 -0.806 2.661  0.00
C: 6.246 -1.490 4.113  0.00
O: 7.247 -2.468 4.252  0.00
C: 7.464 -2.773 5.662  0.00
H: 7.603 2.639 2.565  0.00
H: 6.207 3.136 3.478  0.00
H: 7.198 4.364 2.817  0.00
H: 4.138 2.712 0.914  0.00
H: 4.439 2.443 2.494  0.00
H: 6.201 0.996 0.466  0.00
H: 4.573 0.284 0.675  0.00
H: 4.644 0.145 3.032  0.00
H: 7.453 -0.462 2.705  0.00
H: 6.294 -1.583 1.907  0.00
H: 5.323 -2.068 4.145  0.00
H: 6.415 -0.631 4.762  0.00
H: 7.799 -3.807 5.742  0.00
H: 6.635 -2.712 6.367  0.00
H: 8.232 -2.159 6.132  0.00
C: -7.048 2.784 -4.802  0.00
O: -5.741 2.487 -5.141  0.00
C: -5.369 1.114 -4.602  0.00
C: -4.179 0.739 -5.423  0.00
N: -2.998 1.611 -5.093  0.00
C: -2.039 1.816 -6.163  0.00
C: -0.739 2.510 -5.713  0.00
O: -0.097 1.936 -4.564  0.00
C: 1.172 2.292 -4.426  0.00
H: -7.469 3.595 -5.397  0.00
H: -7.098 2.952 -3.726  0.00
H: -7.753 1.970 -4.971  0.00
H: -6.207 0.419 -4.659  0.00
H: -5.026 1.108 -3.567  0.00
H: -4.521 0.777 -6.457  0.00
H: -3.878 -0.293 -5.240  0.00
H: -3.386 2.526 -4.912  0.00
H: -2.489 2.491 -6.891  0.00
H: -1.798 0.922 -6.738  0.00
H: -0.660 3.594 -5.640  0.00
H: -0.099 2.312 -6.573  0.00
H: 1.242 3.256 -3.922  0.00
H: 1.674 2.476 -5.376  0.00
H: 1.786 1.566 -3.892  0.01

Values from the calculation:
Multiplicity: 2
LUMO level (spin up / spin down): -0.3 / -0.3 eV
⟨S²⟩: 0.7504
Frontier orbital gap (spin up / spin down): 4.5 / 6.3 eV
M: 572.83 u

***

3.
Formula: C14H20BN3Re
Source: OMol25
Level of theory: ωB97M-V/def2-TZVPD

Last column: Mulliken spin population.
CARTESIAN COORDINATES (ANGSTROEM)
C: 1.307 -1.644 2.007  -0.05
C: 3.312 -0.723 0.534  0.02
H: 1.361 -0.755 2.714  0.01
H: 2.270 -2.090 2.202  0.03
H: 0.499 -2.369 2.231  0.01
H: 3.611 0.106 -0.123  0.00
H: 3.605 -0.477 1.552  0.01
H: 3.811 -1.660 0.350  0.01
C: -0.965 0.372 2.412  0.15
C: -2.075 1.062 2.941  0.17
C: -2.608 2.130 2.229  -0.03
C: -2.066 2.410 0.987  0.12
H: -0.500 -0.418 2.990  0.02
H: -2.466 0.761 3.919  0.00
H: -3.443 2.701 2.605  0.00
H: -2.456 3.236 0.381  0.00
N: -0.428 0.594 1.195  0.00
C: -0.969 1.630 0.493  0.11
C: -0.438 1.834 -0.839  0.11
N: 0.499 0.945 -1.271  0.00
C: 0.897 1.059 -2.538  0.14
C: -0.407 3.052 -2.950  -0.03
C: 0.510 2.104 -3.381  0.15
H: 1.596 0.314 -2.878  0.02
H: 0.905 2.141 -4.380  0.00
C: -0.858 2.930 -1.644  0.12
H: -1.596 3.631 -1.256  0.00
H: -0.729 3.884 -3.570  0.00
Re: 1.318 -0.723 0.272  1.79
C: 1.935 -1.732 -1.427  -0.06
H: 2.795 -1.293 -1.930  0.01
H: 1.145 -1.766 -2.184  0.00
H: 2.174 -2.791 -1.282  0.02
B: -2.381 -3.371 -0.091  0.00
C: -1.125 -2.543 0.006  0.13
N: -0.103 -1.954 0.018  -0.02
H: -3.265 -2.576 -0.057  0.01
H: -2.367 -4.081 0.867  0.02
H: -2.302 -3.931 -1.102  0.02

Values from the calculation:
Multiplicity: 4
LUMO level (spin up / spin down): -8.9 / -12.1 eV
⟨S²⟩: 3.8134
Frontier orbital gap (spin up / spin down): 6.2 / 3.3 eV
M: 427.35 u
Charge: +2

***

Number 1: total energy -2230.8017 Eh. Number 2: total energy -3028.8782 Eh. Number 3: total energy -812.0297 Eh.